ORCA calculation (wB97M-V/def2-TZVPD) on 11 unconnected molecules or ions with the total composition C60H61F4N5O16S2 in a non-equilibrium geometry.

Its HOMO energy is -0.3287 hartree. For the energy above the lowest of the compared OMol25 structures with the same formula, charge and spin, the calculation gives 0.0 kJ/mol. Its total energy is -4995.88050 hartree. The LUMO energy is -1.0 eV. As for the structure (SMILES): O=[N+]([O-])c1ccccc1.O=[N+]([O-])c1ccccc1.O=[N+]([O-])c1ccccc1.O=[N+]([O-])c1ccccc1.O=[N+]([O-])c1ccccc1.CCOS(C)(=O)=O.CCOS(C)(=O)=O.Fc1ccccc1.Fc1ccccc1.Fc1ccccc1.Fc1ccccc1.

```
! RIJCOSX wB97M-V def2-TZVPD def2/J DEFGRID3
* xyz 0 1
O -4.605 3.642 1.270
S -4.923 4.772 2.110
O -6.215 4.926 2.721
O -3.762 4.986 3.187
C -2.486 4.541 2.861
C -1.613 5.120 3.967
C -4.720 6.161 1.116
H -2.184 4.954 1.899
H -2.458 3.453 2.822
H -0.563 4.858 3.884
H -1.950 4.714 4.920
H -1.693 6.208 3.975
H -3.724 6.123 0.652
H -4.859 7.092 1.666
H -5.467 5.961 0.350
O 2.243 1.480 2.528
S 2.431 2.634 3.351
O 1.681 2.747 4.600
O 3.960 2.666 3.732
C 4.333 3.525 4.812
C 5.840 3.381 4.906
C 2.187 4.092 2.388
H 3.785 3.198 5.707
H 3.982 4.549 4.623
H 6.091 2.330 5.042
H 6.243 3.961 5.728
H 6.243 3.742 3.967
H 2.773 4.079 1.466
H 2.259 5.065 2.906
H 1.129 3.899 2.168
C 0.504 -1.695 7.689
C 0.357 -1.817 6.347
C -0.257 -0.838 5.600
C -0.830 0.248 6.253
C -0.765 0.377 7.672
C -0.073 -0.650 8.355
N -1.543 1.220 5.515
O -1.616 1.095 4.300
O -2.037 2.107 6.143
H 1.007 -2.461 8.278
H 0.661 -2.714 5.841
H -0.168 -0.932 4.532
H -1.295 1.125 8.249
H -0.036 -0.575 9.434
C 4.609 1.756 -1.618
C 5.727 1.750 -2.447
C 6.937 2.263 -1.960
C 6.981 2.726 -0.663
C 5.910 2.620 0.201
C 4.687 2.100 -0.256
N 8.219 3.224 -0.117
O 8.236 3.600 1.025
O 9.161 3.164 -0.860
H 3.660 1.377 -1.967
H 5.711 1.295 -3.433
H 7.767 2.389 -2.622
H 5.999 2.864 1.248
H 3.861 2.079 0.445
C 3.140 -1.412 -4.954
C 3.111 -2.717 -4.478
C 3.942 -3.664 -5.051
C 4.783 -3.254 -6.062
C 4.836 -1.990 -6.579
C 3.989 -1.043 -6.004
N 5.643 -4.254 -6.661
O 6.398 -3.850 -7.522
O 5.496 -5.400 -6.323
H 2.538 -0.668 -4.467
H 2.478 -3.023 -3.667
H 3.948 -4.714 -4.798
H 5.456 -1.819 -7.434
H 4.013 -0.018 -6.353
C -2.486 1.120 0.644
C -2.719 0.144 -0.280
C -1.703 -0.360 -1.029
C -0.404 0.054 -0.722
C -0.100 0.923 0.325
C -1.185 1.481 1.053
N 0.746 -0.619 -1.416
O 0.465 -1.447 -2.198
O 1.857 -0.295 -1.059
H -3.340 1.615 1.085
H -3.728 -0.234 -0.382
H -1.960 -1.103 -1.781
H 0.926 1.043 0.630
H -1.052 2.168 1.878
C -0.311 -3.442 -6.656
C -1.339 -3.745 -5.754
C -1.899 -2.755 -4.979
C -1.406 -1.496 -5.185
C -0.352 -1.170 -6.047
C 0.209 -2.181 -6.769
N -1.963 -0.406 -4.457
O -3.016 -0.628 -3.878
O -1.411 0.660 -4.453
H 0.152 -4.210 -7.255
H -1.621 -4.794 -5.650
H -2.766 -2.909 -4.366
H -0.066 -0.144 -6.196
H 1.037 -1.955 -7.413
F -3.696 -2.825 4.395
C -2.538 -2.962 3.737
C -2.144 -1.863 2.975
C -0.892 -1.954 2.373
C -0.213 -3.196 2.455
C -0.709 -4.310 3.124
C -1.924 -4.206 3.820
H -2.761 -0.980 3.072
H -0.619 -1.177 1.672
H 0.758 -3.290 1.972
H -0.109 -5.216 3.197
H -2.430 -4.930 4.441
F 2.310 -7.859 -1.542
C 1.485 -6.786 -1.480
C 1.281 -6.085 -2.686
C 0.476 -4.935 -2.665
C -0.106 -4.527 -1.506
C 0.127 -5.259 -0.348
C 0.959 -6.368 -0.321
H 1.764 -6.476 -3.580
H 0.374 -4.343 -3.561
H -0.767 -3.677 -1.377
H -0.327 -4.902 0.560
H 1.161 -6.802 0.635
F -7.156 -2.225 0.999
C -6.035 -2.512 0.301
C -5.937 -2.079 -1.003
C -4.796 -2.348 -1.740
C -3.802 -3.080 -1.174
C -3.851 -3.474 0.182
C -5.004 -3.170 0.869
H -6.795 -1.539 -1.396
H -4.666 -1.935 -2.736
H -2.949 -3.360 -1.773
H -3.041 -4.010 0.659
H -5.103 -3.477 1.899
F -1.432 4.260 -2.274
C -2.728 3.959 -2.277
C -3.616 4.997 -2.207
C -4.968 4.737 -2.213
C -5.347 3.355 -2.391
C -4.427 2.327 -2.469
C -3.101 2.632 -2.436
H -3.231 6.005 -2.215
H -5.692 5.528 -2.231
H -6.404 3.096 -2.373
H -4.726 1.317 -2.735
H -2.323 1.881 -2.476
*
```

ORCA calculation (wB97M-V/def2-TZVPD) on a molecular structure, C22H15Cl3CoN4O3Si.

Its HOMO energy (spin up / spin down) is -0.1279 / -0.2142 hartree. For the energy above the lowest of the compared OMol25 structures with the same formula, charge and spin, the calculation gives 60.3 kJ/mol. Its total energy is -4345.13050 hartree. The LUMO energy (spin up / spin down) is 2.7 / 1.8 eV.

```
! RIJCOSX wB97M-V def2-TZVPD def2/J DEFGRID3
* xyz -1 5
Co 0.861 -1.938 -0.492
O 0.587 0.956 4.494
C -0.399 1.649 3.902
C -1.002 2.650 4.663
C -2.035 3.407 4.151
C -2.492 3.173 2.860
C -1.897 2.189 2.093
C -0.839 1.411 2.574
C -0.191 0.361 1.770
O -0.462 0.140 0.423
N 0.696 -0.421 2.257
N 1.256 -1.336 1.439
C 2.125 -2.169 2.034
C 2.794 -3.135 1.253
C 3.707 -4.064 1.803
C 4.324 -4.969 0.983
C 4.053 -4.965 -0.395
C 3.149 -4.039 -0.870
N 2.532 -3.153 -0.090
H 0.887 0.263 3.848
H -0.628 2.800 5.668
H -2.488 4.177 4.763
H -3.307 3.752 2.446
H -2.270 2.022 1.095
H 2.301 -2.100 3.101
H 3.896 -4.049 2.869
H 5.018 -5.690 1.400
H 4.523 -5.663 -1.072
H 2.899 -3.986 -1.923
C -1.061 0.918 -0.436
C -1.461 1.563 -1.360
C -1.920 2.334 -2.485
C -3.185 2.115 -3.031
C -3.614 2.858 -4.119
C -2.785 3.825 -4.675
C -1.521 4.039 -4.143
C -1.088 3.297 -3.055
H -3.816 1.350 -2.599
H -4.595 2.678 -4.539
H -3.120 4.403 -5.528
H -0.865 4.780 -4.580
H -0.097 3.442 -2.645
O -1.537 -5.378 -0.312
C -1.077 -4.277 -0.352
N -0.656 -3.167 -0.385
Cl -0.623 -0.614 -3.782
Si 1.096 -0.796 -2.582
Cl 2.444 -1.806 -3.873
Cl 1.883 1.164 -2.566
*
```

ORCA calculation (wB97M-V/def2-TZVPD) on 6 unconnected molecules or ions with the total composition C36H30F6 in a non-equilibrium geometry.

Its HOMO energy is -0.3346 hartree. For the energy above the lowest of the compared OMol25 structures with the same formula, charge and spin, the calculation gives 218.6 kJ/mol. Its total energy is -1988.91908 hartree. The LUMO energy is 0.5 eV. As for the structure (SMILES): Fc1ccccc1.Fc1ccccc1.Fc1ccccc1.Fc1ccccc1.Fc1ccccc1.Fc1ccccc1.

```
! RIJCOSX wB97M-V def2-TZVPD def2/J DEFGRID3
* xyz 0 1
F -7.587 -2.111 -0.862
C -6.525 -1.751 -0.041
C -5.709 -0.791 -0.668
C -4.650 -0.340 0.040
C -4.323 -0.845 1.298
C -5.143 -1.848 1.829
C -6.289 -2.326 1.234
H -5.949 -0.572 -1.676
H -3.895 0.325 -0.453
H -3.365 -0.507 1.757
H -4.735 -2.361 2.734
H -7.051 -3.083 1.607
F 0.364 -1.996 -4.049
C 1.445 -2.308 -3.252
C 1.389 -3.504 -2.535
C 2.435 -3.683 -1.638
C 3.476 -2.750 -1.493
C 3.461 -1.611 -2.257
C 2.400 -1.373 -3.144
H 0.581 -4.198 -2.715
H 2.486 -4.599 -1.075
H 4.295 -2.912 -0.794
H 4.185 -0.826 -2.017
H 2.299 -0.455 -3.731
F -1.839 -2.903 -1.220
C -2.946 -3.062 -1.990
C -4.073 -3.644 -1.483
C -5.192 -3.907 -2.353
C -5.104 -3.512 -3.668
C -3.940 -2.906 -4.220
C -2.860 -2.651 -3.315
H -4.209 -3.959 -0.462
H -6.138 -4.294 -2.045
H -6.002 -3.607 -4.280
H -3.972 -2.612 -5.247
H -2.019 -2.142 -3.677
F 3.047 3.740 4.922
C 2.284 2.817 4.288
C 0.869 2.942 4.523
C 0.122 2.002 3.872
C 0.715 0.923 3.231
C 2.101 0.772 3.144
C 2.914 1.780 3.670
H 0.496 3.817 5.063
H -1.019 1.926 3.958
H 0.042 0.167 2.765
H 2.566 -0.044 2.663
H 3.985 1.780 3.805
F 4.064 4.404 2.614
C 5.274 3.953 2.341
C 6.084 3.789 3.453
C 7.356 3.209 3.237
C 7.737 2.797 1.951
C 6.945 3.148 0.823
C 5.650 3.629 1.030
H 5.814 4.211 4.432
H 8.017 3.129 4.068
H 8.731 2.373 1.855
H 7.410 2.878 -0.107
H 4.944 3.636 0.308
F -2.024 4.191 -1.976
C -1.403 2.972 -1.654
C -1.513 1.982 -2.604
C -1.067 0.746 -2.231
C -0.516 0.571 -0.987
C -0.301 1.646 -0.099
C -0.830 2.838 -0.431
H -1.956 2.326 -3.522
H -1.170 -0.122 -2.904
H -0.272 -0.450 -0.691
H 0.284 1.461 0.786
H -0.682 3.687 0.265
*
```

ORCA calculation (wB97M-V/def2-TZVPD) on a molecular structure, C32H34BaN5OSTe in a non-equilibrium geometry.

Its HOMO energy (spin up / spin down) is -0.2639 / -0.2791 hartree. For the energy above the lowest of the compared OMol25 structures with the same formula, charge and spin, the calculation gives 21.7 kJ/mol. Its total energy is -2280.52656 hartree. The LUMO energy (spin up / spin down) is -0.2 / -0.9 eV.

```
! RIJCOSX wB97M-V def2-TZVPD def2/J DEFGRID3
* xyz 0 2
Ba 0.810 4.187 -0.462
N 1.304 3.448 3.954
C 0.709 4.058 2.891
S 1.544 5.412 2.182
N -0.481 3.555 2.596
N -1.024 3.901 1.393
C -2.291 3.850 1.314
C -2.983 4.093 0.031
C -4.371 4.084 0.002
C -5.028 4.276 -1.201
C -4.283 4.471 -2.350
C -2.904 4.473 -2.235
N -2.255 4.294 -1.083
H 2.002 3.970 4.449
H 0.741 2.793 4.472
H -2.886 3.611 2.193
H -4.922 3.924 0.922
H -6.110 4.271 -1.242
H -4.752 4.616 -3.314
H -2.286 4.621 -3.114
C 0.390 -4.778 5.145
C 0.502 -3.671 4.123
C -0.630 -3.098 3.556
C -0.545 -2.079 2.607
C -1.833 -1.501 2.052
C 0.723 -1.633 2.201
Te 0.766 0.159 0.878
N 1.380 1.782 -0.469
C 1.931 1.948 -1.649
O 1.804 3.094 -2.261
C 2.731 0.887 -2.360
C 2.756 0.883 -3.752
C 3.474 -0.088 -4.437
C 4.197 -1.046 -3.731
C 4.196 -1.029 -2.342
C 3.460 -0.068 -1.661
C -0.165 -0.863 -0.740
C 0.339 -2.068 -1.259
C 1.604 -2.748 -0.794
C -0.358 -2.688 -2.299
C -1.511 -2.155 -2.844
C -2.243 -2.844 -3.968
C -1.975 -0.949 -2.333
C -1.327 -0.289 -1.299
C -1.899 1.037 -0.851
C 1.879 -2.177 2.782
C 3.287 -1.724 2.441
C 1.745 -3.191 3.730
H -0.648 -4.938 5.443
H 0.969 -4.547 6.043
H 0.772 -5.721 4.745
H -1.613 -3.446 3.866
H -2.698 -1.983 2.511
H -1.903 -1.643 0.970
H -1.906 -0.427 2.245
H 2.204 1.650 -4.285
H 3.480 -0.092 -5.521
H 4.765 -1.799 -4.264
H 4.771 -1.763 -1.787
H 3.468 -0.042 -0.579
H 2.300 -2.048 -0.347
H 2.103 -3.221 -1.642
H 1.386 -3.518 -0.049
H 0.037 -3.618 -2.698
H -1.733 -3.760 -4.268
H -2.317 -2.195 -4.843
H -3.261 -3.106 -3.669
H -2.873 -0.503 -2.753
H -2.945 1.129 -1.151
H -1.351 1.862 -1.309
H -1.839 1.174 0.231
H 3.308 -0.716 2.033
H 3.747 -2.390 1.706
H 3.921 -1.737 3.330
H 2.645 -3.613 4.178
*
```

ORCA calculation (wB97M-V/def2-TZVPD) on 11 unconnected molecules or ions with the total composition C7H34NO10 in a non-equilibrium geometry.

Its HOMO energy (spin up / spin down) is -0.0767 / -0.3473 hartree. For the energy above the lowest of the compared OMol25 structures with the same formula, charge and spin, the calculation gives 0.0 kJ/mol. Its total energy is -1094.17050 hartree. The LUMO energy (spin up / spin down) is -0.1 / -0.2 eV.

```
! RIJCOSX wB97M-V def2-TZVPD def2/J DEFGRID3
* xyz 0 2
C 1.232 0.071 -0.898
C -0.122 0.671 -0.475
C 0.003 1.946 0.338
C 0.354 3.085 -0.249
C -0.320 1.908 1.811
C -1.588 1.214 2.230
C -2.713 1.202 1.537
N 1.755 -0.937 0.112
H 1.203 -0.453 -1.848
H 1.965 0.866 -1.031
H -0.676 0.941 -1.376
H -0.720 -0.067 0.047
H 0.610 3.144 -1.303
H 0.460 4.033 0.277
H 0.534 1.491 2.361
H -0.408 2.924 2.229
H -1.512 0.765 3.219
H -3.620 0.743 1.916
H -2.835 1.720 0.595
H 2.370 -1.605 -0.351
H 2.249 -0.464 0.889
H 0.952 -1.475 0.492
H -0.431 -3.090 1.809
H -0.181 -1.643 2.397
O -0.344 -2.170 1.570
H -1.233 -3.400 -2.901
H -1.440 -2.487 -1.615
O -0.885 -2.598 -2.485
H -1.723 -2.100 0.371
H -2.748 -1.365 -0.648
O -2.309 -2.222 -0.424
H 2.308 2.985 1.263
H 3.567 3.274 2.099
O 3.016 2.551 1.770
H -1.243 -1.083 -3.230
H -1.901 -0.415 -4.503
O -1.571 -0.225 -3.612
H -4.209 0.115 -1.807
H -2.749 0.114 -2.354
O -3.281 0.081 -1.531
H 0.814 -1.355 4.610
H 1.469 -0.561 3.441
O 0.610 -0.928 3.774
H 2.029 -3.821 -1.962
H 0.736 -2.873 -1.881
O 1.636 -3.055 -1.521
H 2.842 0.953 2.436
H 3.701 -0.226 3.033
O 2.841 -0.019 2.612
H 0.855 1.792 -4.257
H -0.102 0.788 -3.535
O 0.753 1.262 -3.442
*
```

ORCA calculation (wB97M-V/def2-TZVPD) on a molecular structure, C36H31Cl7F3N6O10S3Ti in a non-equilibrium geometry.

Its HOMO energy (spin up / spin down) is -0.0537 / -0.0681 hartree. For the energy above the lowest of the compared OMol25 structures with the same formula, charge and spin, the calculation gives 127.3 kJ/mol. Its total energy is -8036.72773 hartree. The LUMO energy (spin up / spin down) is 3.4 / 3.4 eV.

```
! RIJCOSX wB97M-V def2-TZVPD def2/J DEFGRID3
* xyz -2 2
Ti -0.358 -2.055 0.040
O -1.218 -3.804 3.342
C -0.556 -2.900 2.864
O 0.050 -2.938 1.719
C -0.296 -1.636 3.659
C -0.318 -1.784 5.044
C -0.063 -0.734 5.910
C 0.206 0.515 5.359
C 0.217 0.674 3.991
C -0.022 -0.374 3.083
S -0.001 0.061 1.391
H -0.546 -2.772 5.424
H -0.077 -0.882 6.983
H 0.404 1.368 6.003
H 0.403 1.645 3.552
Cl 3.628 -7.361 -1.886
C 3.060 -5.777 -1.446
C 3.939 -4.754 -1.201
Cl 5.654 -5.021 -1.324
C 3.451 -3.477 -0.841
Cl 4.554 -2.176 -0.514
C 2.091 -3.210 -0.732
O 1.600 -2.063 -0.425
C 1.133 -4.288 -0.994
O -0.116 -4.020 -0.896
C 1.667 -5.533 -1.345
Cl 0.538 -6.861 -1.548
N -2.685 -3.029 -2.447
C -1.858 -2.361 -3.412
C -2.492 -2.195 -4.804
C -1.566 -1.750 -5.936
C -0.218 -2.456 -6.029
N -0.289 -3.907 -5.778
C 0.161 -4.491 -4.658
N 1.250 -4.061 -4.036
N -0.347 -5.691 -4.327
C -1.256 -1.064 -2.839
O -1.004 -0.136 -3.613
O -0.971 -1.124 -1.609
H -2.911 -3.983 -2.687
H -3.522 -2.521 -2.183
H -0.955 -2.969 -3.529
H -3.309 -1.470 -4.755
H -2.951 -3.169 -5.034
H -1.323 -0.702 -5.774
H -2.102 -1.838 -6.889
H 0.467 -2.013 -5.306
H 0.222 -2.304 -7.016
H -1.149 -4.310 -6.120
H 1.438 -3.066 -4.010
H 1.448 -4.480 -3.116
H -1.315 -5.835 -4.568
H -0.145 -6.034 -3.385
F -5.426 -0.393 1.966
C -4.379 -1.245 1.998
F -4.857 -2.461 2.288
F -3.579 -0.867 2.995
S -3.506 -1.218 0.385
O -3.108 0.151 0.221
O -4.499 -1.716 -0.545
O -2.413 -2.160 0.651
Cl 3.214 6.921 6.331
C 2.614 6.143 4.885
C 1.932 4.946 4.977
C 1.498 4.341 3.808
C 1.730 4.891 2.549
C 1.296 4.114 1.315
C 2.493 3.611 0.509
N 2.123 2.652 -0.503
C 1.388 2.912 -1.644
C 1.298 1.721 -2.300
N 1.973 0.745 -1.611
C 2.445 1.329 -0.545
O 0.489 4.941 0.483
C -0.875 4.526 0.401
C -1.599 4.844 1.677
C -2.380 3.976 2.382
Cl -2.716 2.363 1.961
S -3.033 4.691 3.802
C -2.258 6.184 3.462
C -1.539 6.124 2.313
C 2.387 6.118 2.513
Cl 2.671 6.978 1.018
C 2.837 6.748 3.663
H 1.740 4.490 5.938
H 0.954 3.411 3.875
H 0.722 3.239 1.642
H 3.213 3.142 1.182
H 2.973 4.466 0.031
H 0.999 3.893 -1.848
H 0.751 1.491 -3.199
H 2.999 0.844 0.243
H -0.957 3.464 0.154
H -1.290 5.104 -0.427
H -2.368 7.021 4.133
H -0.953 6.945 1.922
H 3.352 7.695 3.598
*
```